No. 1
{"formula": "C40H32AsBiN3O4S", "method": "the ωB97M-V functional and the def2-TZVPD basis", "total_charge": 0, "s2": 0.80, "spin_multiplicity": 2, "lumo_ev": [0.5297, 0.1154], "e_homo_ev": [-5.6, -7.0], "relative_energy_kcal_mol": 0.0, "e_tot_ev": -132171.4878, "symbols": ["Bi", "C", "O", "C", "C", "C", "C", "C", "C", "N", "N", "C", "C", "O", "C", "C", "C", "C", "C", "C", "C", "C", "H", "H", "H", "H", "H", "H", "H", "H", "H", "H", "H", "H", "H", "O", "N", "C", "C", "C", "C", "C", "S", "H", "H", "H", "H", "O", "As", "C", "C", "C", "C", "C", "C", "C", "C", "C", "C", "C", "C", "C", "C", "C", "C", "C", "C", "H", "H", "H", "H", "H", "H", "H", "H", "H", "H", "H", "H", "H", "H", "H"], "positions_angstrom": [[0.213, -2.243, 0.324], [3.224, -1.686, 2.197], [1.798, -1.733, 2.324], [1.185, -0.857, 3.199], [1.701, -0.622, 4.460], [1.053, 0.245, 5.330], [-0.123, 0.851, 4.919], [-0.650, 0.599, 3.662], [-0.012, -0.268, 2.769], [-0.497, -0.517, 1.480], [-1.619, 0.166, 1.207], [-2.189, 0.209, -0.009], [-1.694, -0.327, -1.219], [-0.546, -0.996, -1.285], [-2.372, -0.089, -2.436], [-3.505, 0.665, -2.495], [-4.053, 1.228, -1.307], [-5.219, 2.023, -1.348], [-5.740, 2.573, -0.209], [-5.109, 2.336, 1.024], [-3.977, 1.563, 1.089], [-3.414, 0.993, -0.071], [3.636, -2.645, 2.513], [3.457, -1.497, 1.150], [3.637, -0.893, 2.817], [2.607, -1.129, 4.764], [1.460, 0.431, 6.314], [-0.646, 1.528, 5.583], [-1.562, 1.076, 3.341], [-1.934, -0.523, -3.328], [-4.004, 0.841, -3.440], [-5.695, 2.190, -2.308], [-6.635, 3.181, -0.253], [-5.522, 2.760, 1.931], [-3.497, 1.373, 2.038], [-0.386, -3.544, 2.274], [-1.401, -4.387, 2.304], [-1.436, -5.261, 3.335], [-2.446, -6.172, 3.466], [-3.459, -6.186, 2.503], [-3.410, -5.292, 1.465], [-2.364, -4.361, 1.344], [-2.312, -3.217, 0.065], [-0.606, -5.156, 4.016], [-2.440, -6.855, 4.302], [-4.274, -6.893, 2.574], [-4.176, -5.271, 0.703], [2.171, -1.003, -0.665], [2.032, 0.442, -1.480], [1.625, 0.203, -3.339], [1.810, 1.257, -4.226], [1.528, 1.081, -5.572], [1.080, -0.152, -6.028], [0.913, -1.207, -5.142], [1.182, -1.032, -3.792], [3.766, 1.283, -1.479], [4.880, 0.487, -1.730], [6.142, 1.059, -1.771], [6.291, 2.425, -1.562], [5.182, 3.218, -1.309], [3.916, 2.648, -1.266], [0.860, 1.744, -0.716], [1.031, 2.067, 0.627], [0.193, 2.998, 1.218], [-0.809, 3.603, 0.468], [-0.973, 3.284, -0.871], [-0.137, 2.350, -1.469], [2.176, 2.215, -3.872], [1.664, 1.901, -6.264], [0.862, -0.290, -7.079], [0.567, -2.168, -5.501], [1.037, -1.839, -3.088], [4.757, -0.579, -1.882], [7.009, 0.442, -1.964], [7.277, 2.870, -1.593], [5.300, 4.280, -1.141], [3.050, 3.266, -1.061], [1.797, 1.577, 1.218], [0.309, 3.232, 2.268], [-1.478, 4.313, 0.937], [-1.770, 3.736, -1.446], [-0.287, 2.078, -2.506]], "mulliken_charge": [1.293, -0.930, -0.136, 0.201, -0.415, -0.721, -0.835, -0.669, 0.582, 0.648, -0.471, -0.472, 0.711, -0.512, -0.794, -1.234, 1.316, -1.134, -0.500, -0.931, -0.403, 0.939, 0.285, 0.060, 0.504, 0.532, 0.412, 0.413, 0.349, 0.515, 0.359, 0.405, 0.400, 0.421, 0.418, -0.684, 0.365, -0.293, -0.663, -0.214, -0.874, 0.756, -0.553, 0.427, 0.405, 0.380, 0.427, -0.880, 1.845, 0.187, -0.248, -0.700, -0.492, -0.587, -0.529, 0.264, -0.606, -0.697, -0.438, -0.769, -0.148, 0.828, -0.401, -0.597, -0.662, -0.689, -0.776, 0.445, 0.400, 0.394, 0.421, 0.320, 0.400, 0.391, 0.383, 0.407, 0.416, 0.518, 0.404, 0.397, 0.359, 0.350]}

---

No. 2
{"formula": "C24H30N4O2OsS2", "method": "the ωB97M-V functional and the def2-TZVPD basis", "total_charge": 1, "s2": 8.77, "spin_multiplicity": 6, "lumo_ev": [-2.8715, -3.5397], "e_homo_ev": [-9.1, -10.2], "relative_energy_kcal_mol": 15.2, "e_tot_ev": -59559.2236, "symbols": ["Os", "C", "N", "C", "C", "N", "C", "C", "C", "C", "C", "C", "C", "S", "C", "C", "C", "C", "C", "C", "S", "H", "H", "H", "H", "H", "H", "H", "H", "H", "H", "H", "H", "H", "H", "H", "H", "H", "H", "C", "N", "C", "C", "O", "H", "H", "H", "H", "H", "H", "H", "O", "N", "C", "C", "C", "C", "C", "H", "H", "H", "H", "H"], "positions_angstrom": [[0.399, -0.413, 1.068], [1.068, -1.287, -1.981], [0.232, -1.972, -0.970], [-1.170, -2.075, -1.433], [-2.106, -1.154, -0.664], [-1.880, -1.280, 0.780], [-2.038, -2.678, 1.251], [-2.684, -0.402, 1.613], [-3.920, 0.076, 1.214], [-4.650, 0.907, 2.057], [-4.142, 1.241, 3.303], [-2.899, 0.761, 3.699], [-2.150, -0.054, 2.857], [-0.526, -0.603, 3.313], [0.850, -3.229, -0.588], [0.547, -4.415, -1.249], [1.145, -5.607, -0.875], [2.070, -5.617, 0.159], [2.401, -4.435, 0.798], [1.804, -3.230, 0.431], [2.342, -1.753, 1.233], [1.105, -1.869, -2.906], [2.076, -1.161, -1.590], [0.646, -0.303, -2.193], [-1.518, -3.095, -1.317], [-1.239, -1.834, -2.494], [-3.129, -1.426, -0.942], [-1.950, -0.106, -0.933], [-3.016, -3.063, 0.943], [-1.969, -2.694, 2.334], [-1.251, -3.317, 0.858], [-4.336, -0.198, 0.252], [-5.619, 1.274, 1.743], [-4.712, 1.878, 3.969], [-2.486, 1.030, 4.663], [-0.155, -4.417, -2.074], [0.892, -6.520, -1.397], [2.538, -6.545, 0.464], [3.131, -4.430, 1.599], [4.502, 1.462, -0.828], [3.379, 2.094, -1.514], [3.676, 2.971, -2.638], [2.136, 1.927, -1.074], [1.838, 1.260, -0.081], [5.170, 2.224, -0.423], [5.060, 0.845, -1.532], [4.125, 0.842, -0.022], [4.418, 2.497, -3.279], [4.073, 3.928, -2.297], [2.777, 3.147, -3.224], [1.377, 2.433, -1.686], [-0.749, 1.543, 0.946], [-0.621, 2.776, 0.523], [0.361, 3.547, 1.025], [0.492, 4.858, 0.619], [-0.393, 5.385, -0.308], [-1.403, 4.571, -0.800], [-1.501, 3.267, -0.370], [0.998, 3.058, 1.746], [1.286, 5.456, 1.046], [-0.305, 6.413, -0.632], [-2.127, 4.940, -1.513], [-2.268, 2.571, -0.676]], "nbo_charge": [1.323, -0.413, -0.512, -0.244, -0.219, -0.476, -0.424, 0.092, -0.200, -0.229, -0.199, -0.210, -0.165, -0.184, 0.188, -0.260, -0.203, -0.194, -0.191, -0.221, -0.138, 0.198, 0.228, 0.192, 0.223, 0.215, 0.203, 0.205, 0.197, 0.246, 0.212, 0.207, 0.222, 0.225, 0.230, 0.216, 0.226, 0.229, 0.232, -0.429, -0.386, -0.407, 0.551, -0.722, 0.212, 0.214, 0.250, 0.219, 0.209, 0.213, 0.129, -0.640, 0.085, 0.026, -0.221, -0.166, -0.209, 0.013, 0.254, 0.248, 0.243, 0.247, 0.243]}

---

No. 3
{"formula": "C3H11NO2", "method": "the ωB97M-V functional and the def2-TZVPD basis", "total_charge": 0, "lumo_ev": 0.8481, "e_homo_ev": -8.4, "relative_energy_kcal_mol": 47.3, "smiles": "C[C@H](O)CN.O", "e_tot_ev": -8872.4395, "symbols": ["C", "C", "C", "O", "N", "H", "H", "H", "H", "H", "H", "H", "H", "H", "H", "H", "O"], "positions_angstrom": [[-0.603, -0.432, -0.800], [-1.397, 0.175, 0.483], [-1.448, 1.623, 0.061], [-0.619, 0.040, 1.726], [-0.954, -1.876, -0.784], [-0.950, -0.106, -1.782], [0.555, -0.457, -0.611], [-2.342, -0.418, 0.698], [-0.665, 1.754, -0.792], [-2.441, 1.841, -0.294], [-1.054, 2.296, 0.869], [-1.175, -0.353, 2.469], [-0.780, -2.343, 0.103], [-1.032, -2.606, -1.589], [3.808, 1.196, -0.886], [4.260, -0.245, -1.132], [4.267, 0.508, -0.480]], "nbo_charge": [-0.244, 0.087, -0.643, -0.752, -0.928, 0.206, 0.206, 0.187, 0.202, 0.220, 0.232, 0.478, 0.363, 0.386, 0.464, 0.469, -0.933]}